Entry from OMol25: C45H49BaF6N2P2SSb as an isolated structure at a distorted geometry (wB97M-V/def2-TZVPD).

The spin multiplicity is 2. The HOMO energy (alpha / beta) comes out at -9.4245 / -9.4243 eV. As for the expectation value of S²: 0.7609. Its energy above the lowest of the compared OMol25 structures with the same formula, charge and spin is 78.2 kcal/mol. The molar mass comes out at 1084.99 Da. As for the net charge: +1.

CARTESIAN COORDINATES (ANGSTROEM)
Ba1 13.13 9.60 11.78
C1 20.09 7.23 11.76
C2 19.62 7.25 13.21
P1 19.53 9.03 13.86
C3 18.50 8.81 15.37
C4 17.96 9.98 15.95
C5 17.00 9.93 16.96
C6 16.63 8.72 17.51
C7 17.10 7.55 16.94
C8 18.04 7.57 15.88
C9 21.19 9.36 14.50
C10 22.10 9.91 13.59
C11 23.44 9.98 13.97
C12 23.85 9.72 15.25
C13 22.90 9.30 16.23
C14 21.57 9.07 15.83
C15 18.96 7.35 10.74
P2 19.13 8.44 9.13
C16 20.91 8.74 9.06
C17 21.46 9.85 9.76
C18 22.83 10.09 9.71
C19 23.72 9.25 9.06
C20 23.20 8.10 8.43
C21 21.81 7.91 8.36
C22 18.45 10.10 9.38
C23 18.52 10.95 8.23
C24 17.66 12.01 8.14
C25 16.68 12.26 9.11
C26 16.55 11.44 10.20
C27 17.50 10.41 10.35
H1 20.69 6.35 11.57
H2 20.75 8.09 11.61
H3 20.35 6.84 13.95
H4 18.66 6.71 13.32
H5 18.27 10.96 15.61
H6 16.70 10.87 17.42
H7 15.96 8.67 18.38
H8 16.68 6.58 17.19
H9 18.49 6.63 15.56
H10 21.77 10.34 12.61
H11 24.16 10.30 13.22
H12 24.85 10.00 15.54
H13 23.29 9.10 17.24
H14 20.84 8.66 16.54
H15 18.08 7.77 11.24
H16 18.72 6.35 10.32
H17 20.78 10.59 10.29
H18 23.25 10.88 10.27
H19 24.81 9.35 9.23
H20 23.84 7.26 8.07
H21 21.32 6.98 7.95
H22 19.41 10.84 7.63
H23 17.76 12.68 7.30
H24 15.96 13.09 9.04
H25 15.83 11.60 10.97
H26 17.56 9.85 11.33
C28 12.64 13.58 8.07
C29 12.71 13.10 6.78
C30 12.86 11.73 6.50
C31 13.01 10.86 7.61
N1 12.97 11.30 8.89
C32 12.73 12.59 9.08
C33 13.23 9.42 7.46
C34 13.08 8.80 6.22
C35 13.00 7.43 6.04
C36 13.15 6.61 7.10
C37 13.47 7.16 8.38
C38 13.42 8.52 8.60
H27 12.63 14.67 8.29
H28 12.61 13.75 5.92
H29 12.85 11.36 5.50
H30 12.51 12.93 10.11
H31 12.92 9.45 5.39
H32 12.88 7.02 5.04
H33 13.12 5.50 6.95
H34 13.78 6.56 9.25
F1 15.09 10.22 13.14
Sb1 14.25 11.94 14.09
F2 14.18 11.12 15.81
F3 12.69 10.79 13.72
F4 12.97 13.27 14.65
F5 13.89 12.49 12.29
F6 16.07 12.51 13.81
C39 12.83 5.16 13.08
S1 13.37 6.66 13.92
C40 11.90 6.95 14.88
H35 12.59 4.38 13.77
H36 13.68 4.86 12.42
H37 11.87 5.31 12.54
H38 12.13 6.82 15.97
H39 11.03 6.30 14.70
H40 11.55 7.99 14.67
C41 7.17 8.21 12.21
C42 7.84 9.52 11.88
C43 7.55 10.06 10.43
C44 7.50 10.63 12.89
C45 9.29 9.34 11.85
N2 10.43 9.61 11.66
H41 6.09 8.23 12.06
H42 7.26 7.98 13.28
H43 7.53 7.37 11.62
H44 6.51 10.30 10.32
H45 7.80 9.28 9.69
H46 8.19 10.94 10.27
H47 6.42 10.91 12.92
H48 8.10 11.57 12.85
H49 7.68 10.21 13.88

=====

Entry from OMol25: a 2-piece molecular cluster, C4H10NOP overall at a distorted geometry (wB97M-V/def2-TZVPD).

The HOMO energy (alpha / beta) comes out at -5.6791 / -5.4453 eV. Its energy above the lowest of the compared OMol25 structures with the same formula, charge and spin is 154.6 kcal/mol. The molar mass comes out at 119.10 Da. As for the net charge: 0.

CARTESIAN COORDINATES (ANGSTROEM)
C1 0.71 -1.10 -0.53
C2 2.85 -0.29 0.34
C3 1.32 1.08 -1.10
C4 -3.43 -0.83 -0.30
N1 1.57 -0.21 -0.37
O1 0.39 -2.19 -0.18
P1 -2.35 0.39 0.55
H1 3.56 -0.62 -0.38
H2 3.13 0.62 0.70
H3 2.66 -0.84 1.23
H4 2.32 1.27 -1.44
H5 0.77 0.93 -2.00
H6 1.14 1.93 -0.54
H7 -3.33 -1.75 0.15
H8 -3.03 -1.06 -1.40
H9 -4.42 -0.52 -0.31
H10 -3.28 0.76 1.43

=====

Entry from OMol25: a single C7H10 molecule (wB97M-V/def2-TZVPD).

The HOMO energy comes out at -9.3140 eV. Its energy above the lowest of the compared OMol25 structures with the same formula, charge and spin is 56.2 kcal/mol. The molar mass comes out at 94.16 Da. As for the net charge: 0.

CARTESIAN COORDINATES (ANGSTROEM)
C1 -2.34 -1.18 -0.48
C2 -1.67 -0.18 -0.48
C3 -0.74 0.93 -0.52
C4 0.72 0.56 -0.78
C5 1.09 -0.90 -1.02
C6 0.31 1.09 0.56
C7 0.29 0.24 1.81
H1 -2.91 -2.08 -0.47
H2 -1.11 1.84 -0.98
H3 1.24 1.27 -1.42
H4 0.24 -1.47 -1.41
H5 1.90 -0.96 -1.76
H6 1.42 -1.40 -0.11
H7 0.58 2.13 0.74
H8 1.30 0.10 2.22
H9 -0.32 0.72 2.59
H10 -0.15 -0.74 1.62

=====

Entry from OMol25: C44H33BCl4F2N5O2SSbW as an isolated structure (wB97M-V/def2-TZVPD).

The HOMO energy (alpha / beta) comes out at -7.5972 / -7.5972 eV. Its energy above the lowest of the compared OMol25 structures with the same formula, charge and spin is 27.1 kcal/mol. The molar mass comes out at 1192.07 Da. As for the net charge: 0.

CARTESIAN COORDINATES (ANGSTROEM)
W1 1.04 -0.89 -0.28
C1 4.94 5.12 -0.48
C2 4.44 3.71 -0.32
C3 4.94 2.86 0.66
C4 4.47 1.58 0.81
C5 3.46 1.04 0.00
N1 2.95 -0.23 0.22
C6 3.65 -1.14 1.02
C7 3.84 -1.00 2.40
C8 4.52 -1.96 3.12
C9 5.00 -3.12 2.51
C10 5.70 -4.19 3.31
C11 4.75 -3.30 1.16
C12 4.09 -2.32 0.43
N2 3.72 -2.57 -0.91
C13 4.39 -3.30 -1.82
C14 3.54 -3.55 -2.87
C15 2.34 -2.93 -2.51
N3 2.45 -2.33 -1.33
C16 3.02 1.87 -1.05
C17 3.49 3.18 -1.18
N4 2.13 1.41 -2.09
C18 1.68 2.11 -3.14
C19 0.90 1.28 -3.91
C20 0.92 0.06 -3.25
N5 1.68 0.14 -2.14
H1 5.03 5.61 0.49
H2 4.26 5.71 -1.09
H3 5.92 5.14 -0.95
H4 5.71 3.22 1.34
H5 4.88 0.96 1.59
H6 3.43 -0.13 2.90
H7 4.65 -1.83 4.18
H8 6.37 -3.74 4.05
H9 6.29 -4.84 2.67
H10 4.97 -4.80 3.85
H11 5.03 -4.23 0.67
H12 5.41 -3.58 -1.65
H13 3.75 -4.09 -3.78
H14 1.40 -2.90 -3.03
H15 3.12 3.82 -1.96
H16 1.94 3.13 -3.31
H17 0.37 1.53 -4.82
H18 0.40 -0.85 -3.48
Cl1 -0.75 2.99 5.08
C21 -0.46 2.42 3.48
C22 -0.73 3.24 2.39
Cl2 -1.37 4.83 2.64
C23 -0.53 2.78 1.09
Cl3 -0.88 3.76 -0.29
C24 -0.07 1.49 0.91
O1 0.16 0.90 -0.27
C25 0.19 0.66 1.99
O2 0.64 -0.54 1.66
C26 0.01 1.12 3.29
Cl4 0.36 0.06 4.60
S1 -0.54 -2.24 -0.89
Sb1 -3.15 0.47 -1.24
C27 -4.05 -1.43 -1.64
C28 -5.05 -1.98 -0.83
C29 -5.63 -3.20 -1.15
C30 -5.23 -3.89 -2.29
C31 -4.24 -3.35 -3.10
C32 -3.66 -2.13 -2.78
C33 -3.26 0.30 0.90
C34 -3.56 1.41 1.68
C35 -3.57 1.31 3.07
C36 -3.28 0.10 3.68
C37 -2.98 -1.01 2.91
C38 -2.97 -0.91 1.52
C39 -4.93 1.63 -1.48
C40 -6.06 1.50 -0.67
C41 -7.19 2.26 -0.91
C42 -7.22 3.16 -1.96
C43 -6.11 3.31 -2.77
C44 -4.97 2.54 -2.53
H19 -5.36 -1.46 0.07
H20 -6.40 -3.61 -0.51
H21 -5.68 -4.84 -2.54
H22 -3.92 -3.89 -3.99
H23 -2.88 -1.73 -3.42
H24 -3.79 2.36 1.22
H25 -3.79 2.19 3.67
H26 -3.27 0.03 4.76
H27 -2.73 -1.96 3.38
H28 -2.73 -1.79 0.93
H29 -6.05 0.80 0.16
H30 -8.06 2.14 -0.27
H31 -8.11 3.76 -2.15
H32 -6.12 4.01 -3.59
H33 -4.10 2.67 -3.16
F1 0.34 -3.01 1.97
B1 1.03 -2.88 0.85
F2 1.69 -3.99 0.49

=====

Entry from OMol25: a 2-piece molecular cluster, C3H10O overall at a distorted geometry (wB97M-V/def2-TZVPD).

The HOMO energy comes out at -10.3341 eV. Its energy above the lowest of the compared OMol25 structures with the same formula, charge and spin is 19.6 kcal/mol. The molar mass comes out at 62.11 Da. As for the net charge: 0.

CARTESIAN COORDINATES (ANGSTROEM)
C1 -0.75 1.89 -0.02
C2 -0.26 1.16 -1.30
O1 -0.76 1.89 -2.49
H1 0.10 2.44 0.37
H2 -1.19 1.16 0.65
H3 -1.54 2.61 -0.38
H4 0.82 1.00 -1.22
H5 -0.72 0.15 -1.26
H6 0.05 2.29 -2.83
C3 0.88 -2.90 1.70
H7 0.96 -2.34 0.70
H8 1.80 -3.49 1.85
H9 0.61 -2.23 2.53
H10 0.01 -3.63 1.68

=====

Entry from OMol25: a single C9H17FN2O5S molecule at a distorted geometry (wB97M-V/def2-TZVPD).

The HOMO energy comes out at -9.7408 eV. The molar mass comes out at 284.31 Da. As for the net charge: 0.

CARTESIAN COORDINATES (ANGSTROEM)
C1 2.81 -1.43 -0.10
C2 2.11 -0.96 1.17
F1 2.47 0.34 1.49
C3 0.61 -1.19 1.25
C4 -0.38 -0.41 0.35
C5 -0.43 -1.10 -1.01
O1 -1.49 -0.59 -1.80
N1 -1.74 -1.44 -2.90
O2 -2.64 -1.06 -3.53
C6 -1.78 -0.71 1.02
S1 -3.09 0.48 0.86
O3 -3.89 0.36 2.02
O4 -3.82 0.36 -0.35
O5 -2.33 1.87 0.98
C7 -1.34 1.95 -0.06
C8 -0.11 1.11 0.21
C9 0.93 1.52 -0.85
N2 1.89 2.54 -0.40
H1 3.71 -1.96 0.19
H2 3.17 -0.59 -0.69
H3 2.22 -2.12 -0.67
H4 2.53 -1.57 1.96
H5 0.47 -2.24 1.03
H6 0.31 -1.08 2.28
H7 0.52 -1.07 -1.54
H8 -0.63 -2.15 -0.81
H9 -2.18 -1.62 0.58
H10 -1.68 -0.89 2.08
H11 -1.05 2.98 -0.17
H12 -1.77 1.67 -1.02
H13 0.28 1.44 1.17
H14 1.46 0.69 -1.29
H15 0.37 1.97 -1.67
H16 1.70 2.82 0.56
H17 2.79 2.09 -0.35